Entry 1:
Entry from the Open Molecules 2025 dataset: an isolated molecule of C6H10O3 in a non-equilibrium geometry (wB97M-V/def2-TZVPD).

Properties
* molecular weight: 130.1 g mol⁻¹
* energy relative to the best compared isomer or geometry (same formula, charge and spin): 28.4 kcal per mole
* maximum force: 4.0 eV Å⁻¹
* LUMO: 0.684 eV
* total charge: 0
* energy: -460.305075 Ha

Each line ends with the Mulliken charge.
CARTESIAN COORDINATES (ANGSTROEM)
O: -0.708 -1.163 1.744  -0.59
O: 1.821 0.265 -1.658  -0.47
O: -0.066 -2.149 -0.185  -0.46
C: -0.301 -1.046 0.606  0.42
C: 1.939 -0.241 0.665  -1.16
C: 0.227 1.306 -0.253  -0.78
C: 1.488 0.530 -0.383  0.57
C: -0.824 0.170 -0.358  0.49
C: -2.197 0.642 0.094  -1.54
H: 0.116 2.019 -1.070  0.43
H: -2.534 1.475 -0.522  0.40
H: 2.458 -0.463 -1.692  0.33
H: -2.911 -0.177 0.026  0.39
H: 2.776 -0.907 0.511  0.34
H: -2.161 0.975 1.129  0.33
H: -0.266 -2.945 0.332  0.34
H: -0.847 -0.199 -1.385  0.34
H: 0.164 1.771 0.730  0.30
H: 1.829 0.136 1.669  0.32

Cartesian forces, eV/Å:
O 1.20 0.27 -0.49
O 0.06 0.07 -0.42
O 0.35 0.26 0.11
C -3.83 -0.05 -1.19
C 0.91 2.11 -1.15
C 0.13 -0.61 -0.25
C 0.63 -1.67 1.57
C 0.94 -0.19 1.26
C 0.13 -0.30 0.03
H -0.07 0.16 0.17
H -0.03 -0.04 -0.09
H -0.05 0.19 0.07
H -0.17 0.08 -0.02
H -0.07 -0.29 -0.09
H 0.01 -0.04 0.05
H 0.21 0.19 0.23
H 0.06 -0.12 0.15
H -0.02 0.14 -0.09
H -0.41 -0.16 0.14

=====

Entry 2:
Entry from the Open Molecules 2025 dataset: an isolated molecule of C6H12O (wB97M-V/def2-TZVPD).

Properties
* molecular weight: 100.2 g mol⁻¹
* energy relative to the best compared isomer or geometry (same formula, charge and spin): 22.6 kcal per mole
* maximum force: 0.4 eV Å⁻¹
* LUMO: 1.012 eV
* total charge: 0
* energy: -311.023216 Ha

Each line ends with the Mulliken charge.
CARTESIAN COORDINATES (ANGSTROEM)
O: -0.830 -0.769 1.916  -0.56
C: 1.382 -0.328 -0.593  0.22
C: -0.916 -0.029 0.706  0.49
C: -0.073 -0.668 -0.373  -0.22
C: 2.135 0.696 0.230  -1.42
C: 0.343 0.112 -1.587  -0.79
C: -2.385 0.012 0.321  -1.45
H: 0.096 1.173 -1.600  0.26
H: 0.107 -0.903 2.104  0.32
H: -0.571 1.005 0.874  0.11
H: -2.748 -0.999 0.108  0.36
H: -2.528 0.632 -0.569  0.34
H: 1.498 1.537 0.523  0.30
H: 0.294 -0.367 -2.561  0.28
H: 1.993 -1.175 -0.898  0.38
H: 2.550 0.254 1.144  0.32
H: 2.970 1.108 -0.348  0.38
H: -2.979 0.426 1.141  0.36
H: -0.339 -1.712 -0.539  0.33

Cartesian forces, eV/Å:
O 0.27 -0.04 0.15
C 0.14 -0.05 0.02
C -0.06 0.22 -0.33
C -0.11 -0.11 0.08
C -0.03 0.03 0.04
C -0.03 0.10 -0.15
C -0.05 0.01 -0.01
H 0.06 -0.16 0.03
H -0.15 -0.02 0.04
H -0.05 -0.16 -0.01
H 0.05 0.12 0.03
H 0.02 -0.09 0.13
H 0.08 -0.13 -0.06
H 0.02 0.07 0.18
H -0.09 0.14 0.01
H -0.06 0.06 -0.12
H -0.12 -0.07 0.09
H 0.08 -0.05 -0.12
H 0.03 0.15 0.01

=====

Entry 3:
Entry from the Open Molecules 2025 dataset: a structure of composition C32H70BGeN9OP3SeTi in a non-equilibrium geometry (wB97M-V/def2-TZVPD).

Properties
* spin multiplicity: 2
* molecular weight: 900.1 g mol⁻¹
* energy relative to the best compared isomer or geometry (same formula, charge and spin): 57.4 kcal per mole
* maximum force: 3.0 eV Å⁻¹
* LUMO (alpha / beta): -5.679 / -5.364 eV
* total charge: +2
* energy: -8205.768136 Ha

Each line ends with the Mulliken charge.
CARTESIAN COORDINATES (ANGSTROEM)
Se: -5.070 -4.120 -1.845  0.06
Ge: -7.714 -2.243 -0.870  0.47
Ti: 0.738 0.895 0.546  -0.75
P: -1.117 2.252 -0.814  1.34
P: -0.084 3.153 1.990  1.43
P: 3.398 1.241 -1.807  -0.97
O: 2.138 1.567 -0.912  0.22
N: -0.453 -0.357 2.015  0.82
N: 2.687 -0.876 2.236  0.40
N: 0.298 -1.236 2.950  0.22
N: 4.173 2.675 -1.989  0.75
N: 3.087 0.497 -3.298  0.57
N: 0.710 -1.044 -0.067  1.46
N: 1.215 -2.114 0.752  0.35
N: 2.423 0.478 1.632  1.99
N: 4.598 0.271 -1.178  0.77
C: 4.133 -0.302 -3.998  -1.02
C: -9.616 -2.518 -0.595  -1.07
C: 0.957 -2.876 -1.352  -1.26
C: -7.043 -3.848 -1.968  -1.02
C: 0.578 -1.557 -1.341  -0.47
C: 4.272 0.583 2.961  -1.68
C: -0.807 2.481 3.577  -1.52
C: 2.080 -4.431 0.357  -1.46
C: -6.959 -2.300 1.016  -0.99
C: -2.284 3.383 0.196  -0.47
C: 3.703 2.682 1.741  -0.49
C: 3.444 3.951 -1.777  -0.78
C: 5.746 0.721 -0.379  -1.28
C: 5.509 2.863 -2.569  -1.02
C: -0.575 -1.850 3.775  0.79
C: -2.384 1.688 -1.996  -1.67
C: -4.696 -5.705 -2.992  -0.92
C: 3.805 -0.763 2.993  0.82
C: 4.465 -1.156 -0.955  -0.89
C: 2.004 1.043 -4.180  -0.90
C: 1.356 -3.185 -0.049  0.71
C: 0.891 4.562 2.695  -1.45
C: -1.874 -1.476 3.399  -1.63
C: -0.324 3.639 -1.764  -1.33
C: 3.424 1.280 2.088  -0.09
C: -2.883 0.176 1.664  -0.53
C: -1.765 -0.516 2.376  0.08
C: -0.177 -0.812 -2.440  0.11
C: -7.211 -0.426 -1.468  -1.12
C: -1.506 4.182 1.268  -1.31
C: 4.404 -1.925 3.714  -1.40
C: -0.091 -2.577 4.982  -1.55
B: 1.556 -1.956 2.303  -1.04
H: -1.075 4.136 -2.431  0.49
H: 2.859 2.998 1.093  -0.42
H: -2.190 4.493 2.052  0.58
H: -3.396 0.859 2.338  0.39
H: 0.174 0.278 -2.319  -1.35
H: -4.560 -6.602 -2.345  0.28
H: 3.729 3.297 2.689  0.47
H: 5.760 0.132 0.576  0.38
H: -7.284 -1.410 1.558  0.37
H: 5.522 3.313 -3.580  0.31
H: 1.054 1.174 -3.605  0.09
H: 2.305 1.995 -4.635  0.25
H: -5.472 -5.917 -3.699  0.32
H: 6.084 1.913 -2.636  0.28
H: -3.546 -0.613 1.421  0.44
H: 0.210 4.302 -1.094  0.41
H: 6.155 3.532 -1.923  0.35
H: 5.218 -1.551 4.420  0.39
H: 2.228 -4.949 -0.647  0.39
H: 5.133 -0.140 -3.509  0.34
H: 1.830 0.341 -4.962  0.45
H: -5.847 -2.159 0.931  0.06
H: 1.528 -4.997 1.054  0.34
H: 3.095 -4.171 0.722  0.24
H: 0.078 -1.198 -3.443  0.55
H: 4.228 -0.041 -5.024  0.44
H: -9.727 -3.383 0.127  0.33
H: -0.894 3.309 4.281  0.60
H: -2.939 2.519 -2.405  0.56
H: -7.453 -4.765 -1.568  0.41
H: 0.908 -2.242 5.220  0.31
H: -7.223 -3.221 1.544  0.38
H: 5.109 0.954 3.522  0.59
H: -1.807 1.190 -2.799  0.39
H: -2.763 -2.017 3.607  0.48
H: 3.634 -2.457 4.260  0.26
H: 2.488 3.779 -1.340  -0.18
H: 3.901 -1.389 -3.952  0.29
H: 1.666 4.105 3.317  0.40
H: -1.776 2.066 3.338  0.34
H: -10.092 -1.634 -0.093  0.33
H: 0.215 5.262 3.257  0.49
H: 3.372 4.451 -2.754  0.32
H: 6.679 0.380 -0.879  0.35
H: 4.053 -1.431 -0.005  -0.09
H: -7.364 -3.741 -2.999  0.44
H: 5.740 1.815 -0.203  0.31
H: -6.434 -0.013 -0.820  0.25
H: -3.127 1.028 -1.559  0.44
H: 1.374 5.133 1.872  0.38
H: -1.242 -0.812 -2.304  0.50
H: -6.706 -0.461 -2.430  0.37
H: -3.820 -5.378 -3.623  0.26
H: -0.744 -2.299 5.857  0.42
H: -10.080 -2.809 -1.508  0.39
H: 3.784 -1.609 -1.672  0.15
H: 1.691 -3.044 2.853  -0.07
H: -8.089 0.223 -1.563  0.39
H: 4.639 2.786 1.162  0.10
H: -2.490 0.695 0.759  -0.67
H: 0.909 -3.515 -2.256  0.48
H: 4.803 -2.710 3.020  0.24
H: 5.472 -1.627 -1.019  0.48
H: 4.059 4.612 -1.160  0.30
H: 0.475 3.220 -2.464  0.13
H: -0.082 1.790 3.976  0.28
H: -0.164 -3.639 4.846  0.35
H: -1.032 5.058 0.780  0.37
H: -3.039 2.698 0.653  0.36
H: -2.865 4.017 -0.501  0.69

Cartesian forces, eV/Å:
Se -0.50 0.11 -0.34
Ge 0.78 -0.61 1.28
Ti 0.60 -0.35 0.06
P -1.67 1.95 -0.10
P -0.95 1.16 1.03
P 0.55 -0.45 0.21
O 0.59 -1.03 -1.45
N -0.58 -0.59 2.78
N 1.15 2.65 0.26
N -0.80 1.39 -2.17
N -0.32 1.01 0.36
N -0.67 0.43 0.74
N 0.92 -1.92 -1.08
N -0.97 0.44 -1.87
N 1.18 -2.04 1.86
N -0.51 0.27 0.55
C 0.57 -0.56 1.79
C -0.03 -0.20 1.79
C 0.03 -0.48 -0.73
C 0.61 0.59 0.54
C -1.28 0.40 1.05
C -1.07 -1.70 -0.49
C 0.52 1.00 -0.90
C 0.99 0.66 -2.40
C 0.95 0.32 -1.14
C 0.04 -1.07 0.31
C -1.31 1.08 -0.30
C 1.59 0.01 -0.96
C 0.40 -0.21 0.53
C 1.20 -0.13 0.07
C -0.89 1.10 -0.79
C 0.84 -0.51 -0.65
C 0.84 0.41 0.20
C -0.46 1.21 -0.57
C 0.11 -0.87 -1.08
C 0.31 0.52 1.47
C 0.66 0.39 0.23
C -0.02 0.13 -0.59
C 0.87 0.13 -0.49
C 0.74 -1.30 -1.77
C 0.80 -2.05 1.27
C 1.43 0.36 0.10
C 2.32 -0.60 -0.28
C 2.21 1.42 0.84
C 0.27 -0.36 -0.59
C 0.50 -0.82 -1.01
C 0.96 -0.07 0.30
C -1.09 0.60 0.63
B -1.05 1.27 -0.95
H 0.59 -0.19 0.93
H 0.64 0.45 0.33
H 0.16 0.25 0.22
H -0.07 0.16 -0.13
H -0.66 -1.57 -0.54
H 0.30 0.79 -0.65
H 0.14 -0.56 -1.22
H -0.25 0.94 -0.52
H -0.37 -0.18 0.00
H -0.42 -0.18 0.44
H 0.98 0.05 -0.61
H -0.07 -0.11 0.11
H -0.70 0.12 -0.18
H -0.65 0.52 0.01
H -1.04 -0.51 -0.67
H -0.18 0.34 0.09
H -0.92 -0.56 -0.46
H -1.10 -0.71 -0.99
H -0.19 0.04 1.63
H -1.04 -0.22 -0.55
H -0.22 -0.57 -0.54
H -0.79 -0.54 0.17
H -0.39 -0.89 0.75
H -0.66 -0.24 0.06
H -0.06 0.26 0.55
H -0.14 0.54 -0.83
H 0.17 0.88 -0.79
H -0.23 0.01 -0.07
H 0.05 0.41 -0.16
H -0.42 -0.02 0.20
H 0.30 -0.25 0.02
H 0.21 0.25 -0.03
H 0.17 0.14 -0.13
H -0.81 0.14 0.20
H -0.68 0.10 0.83
H -0.08 0.05 0.41
H -0.54 -0.04 0.24
H 0.08 0.65 0.02
H -0.13 0.46 0.15
H -0.04 -0.39 0.32
H 0.33 -0.75 -0.75
H 0.68 -0.83 -0.37
H -0.36 -0.03 0.24
H -0.42 0.57 0.04
H -0.19 0.28 0.97
H 0.13 0.06 -0.19
H 0.18 -0.87 -0.12
H -0.43 0.05 0.36
H 0.19 -0.38 0.11
H -0.19 -0.33 0.53
H -0.46 -0.36 0.23
H -0.21 -0.07 -0.38
H -0.63 -0.79 0.98
H 0.58 -0.32 -0.90
H -0.74 0.05 -0.66
H 0.14 -0.06 -0.30
H 0.59 0.86 -0.44
H 0.31 -0.07 0.21
H -0.47 0.00 0.50
H -0.54 -0.49 0.71
H 0.18 0.31 1.02
H -0.04 0.91 0.40
H -0.70 0.23 -0.24
H -0.15 -0.10 0.19
H -1.00 0.43 0.88
H -0.12 -0.62 0.15
H 0.22 -0.64 0.07
H -0.30 -0.35 0.48
H 0.58 0.59 -0.16
H 0.54 -0.21 0.26

=====

Entry 4:
Entry from the Open Molecules 2025 dataset: a structure of composition C12H24I2NO2S in a non-equilibrium geometry (wB97M-V/def2-TZVPD).

Properties
* molecular weight: 500.2 g mol⁻¹
* maximum force: 1.6 eV Å⁻¹
* LUMO: -3.810 eV
* total charge: +1
* energy: -1670.030371 Ha

Each line ends with the Mulliken charge.
CARTESIAN COORDINATES (ANGSTROEM)
I: 3.837 2.000 -3.985  0.22
I: 5.575 -1.344 -0.601  0.16
S: 4.834 1.958 -0.868  0.00
O: -1.001 1.083 0.645  -0.44
O: -3.878 -1.623 2.873  -0.35
N: -3.344 -0.907 0.031  -0.30
C: -1.369 0.786 1.987  -0.62
C: -3.031 -2.178 0.677  -0.17
C: 4.538 -1.227 -3.500  -1.31
C: 2.237 3.418 -1.029  -1.07
C: 4.792 -0.360 -2.320  0.42
C: 2.192 2.294 -0.365  -0.14
C: 3.392 1.584 0.200  -0.31
C: -0.951 -0.041 -0.221  -0.22
C: -2.294 -0.410 -0.850  -0.99
C: 4.557 0.931 -2.321  -0.24
C: -4.962 -0.728 3.053  -0.72
C: -4.035 -2.503 1.764  -0.82
H: -5.058 -2.490 1.379  0.41
H: -0.470 -0.892 0.275  0.32
H: -1.033 -0.205 2.297  0.33
H: -2.035 -2.164 1.139  0.15
H: 5.947 1.518 -0.232  0.27
H: -4.812 -0.211 3.999  0.24
H: 5.466 -1.483 -4.010  0.33
H: 3.569 1.902 1.230  0.44
H: -0.285 0.248 -1.042  0.36
H: 3.893 -0.756 -4.236  0.42
H: -2.448 0.875 2.123  0.17
H: 4.017 -2.124 -3.173  0.36
H: 3.034 4.128 -0.824  0.34
H: -2.124 -1.146 -1.643  0.42
H: -3.516 -0.211 0.746  0.08
H: -5.001 0.020 2.254  0.31
H: -2.689 0.487 -1.334  0.42
H: -5.914 -1.264 3.096  0.35
H: 1.215 1.846 -0.160  0.47
H: 1.542 3.702 -1.805  0.36
H: -3.831 -3.513 2.130  0.40
H: -0.900 1.530 2.632  0.30
H: 3.270 0.509 0.152  0.28
H: -3.049 -2.971 -0.076  0.38

Cartesian forces, eV/Å:
I 0.22 0.01 0.35
I -0.19 0.03 -0.59
S -0.49 1.32 -0.56
O 0.21 -0.26 0.03
O -0.23 0.15 -0.12
N 0.26 -0.10 0.05
C -0.01 0.33 0.02
C -0.15 0.26 -0.01
C -0.26 -0.38 -0.03
C 0.66 1.42 -0.49
C 0.32 -1.17 0.16
C -0.79 -1.12 0.30
C -0.14 0.27 0.77
C 0.10 0.06 -0.32
C -0.28 0.16 0.08
C 0.04 1.36 0.67
C 0.15 -0.01 0.07
C 0.31 -0.28 0.14
H 0.01 0.14 -0.03
H -0.12 -0.01 0.14
H -0.08 -0.05 -0.06
H 0.01 -0.19 0.04
H -0.38 -0.64 -0.08
H 0.05 -0.05 0.00
H 0.11 -0.19 0.15
H 0.56 -0.17 -0.02
H -0.03 0.02 -0.02
H 0.01 0.22 0.07
H -0.01 -0.16 0.09
H 0.24 -0.24 -0.04
H 0.53 -0.27 -0.84
H 0.05 -0.04 0.05
H -0.09 -0.02 -0.02
H -0.15 -0.02 -0.02
H 0.09 0.00 -0.05
H -0.03 0.04 -0.04
H 0.33 -0.67 -0.63
H -0.80 0.35 0.72
H -0.04 -0.01 -0.02
H 0.04 0.01 -0.05
H -0.08 -0.12 0.16
H 0.03 0.01 -0.01

=====

Entry 5:
Entry from the Open Molecules 2025 dataset: a cluster of 2 separate species, C3H3BrO in total in a non-equilibrium geometry (wB97M-V/def2-TZVPD).

Properties
* molecular weight: 135.0 g mol⁻¹
* energy relative to the best compared isomer or geometry (same formula, charge and spin): 71.8 kcal per mole
* maximum force: 5.2 eV Å⁻¹
* LUMO (alpha / beta): -0.121 / -0.120 eV
* total charge: 0
* energy: -2765.218007 Ha

Each line ends with the Mulliken charge.
CARTESIAN COORDINATES (ANGSTROEM)
Br: -1.243 -1.300 -1.538  -0.13
O: 1.553 -1.595 -1.228  -0.37
C: 0.625 0.555 0.692  -0.20
C: 0.515 -1.097 -0.918  0.32
C: -0.635 0.815 0.721  -0.43
H: -1.014 1.755 1.175  0.22
H: 1.662 0.720 0.675  0.42
H: -1.463 0.148 0.421  0.18

Cartesian forces, eV/Å:
Br -0.86 -0.60 -0.81
O -2.54 0.47 -0.16
C -1.41 -3.52 -3.63
C 4.14 1.53 2.83
C -1.10 1.76 1.53
H 0.25 -0.49 0.00
H 0.74 0.60 0.44
H 0.78 0.26 -0.19